2 unconnected molecules or ions with the total composition C2H3I3O2 in a non-equilibrium geometry, computed with wB97M-V/def2-TZVPD.

Calculated values
* HOMO: -0.3177 hartree
* calculated total energy: -1121.40819 a.u.
* HOMO-LUMO gap: 7.382 eV
* relative energy (zero: lowest compared OMol25 entry of this formula, charge and spin): 88.7 kcal per mole

Last columns: bonded neighbours and bond lengths (Å).
CARTESIAN COORDINATES (ANGSTROEM)
1 C -0.766 -1.059 -0.277  I5 2.206, I6 2.164, H8 1.017
2 C -0.459 2.756 1.591  O3 1.173, O4 1.286, I7 2.134
3 O 0.080 3.432 2.383  C2 1.173
4 O -0.058 1.663 1.046  C2 1.286, H10 1.110
5 I 1.409 -0.778 -0.519  C1 2.206, I6 3.465, H9 1.754
6 I -1.015 -3.179 0.083  C1 2.164, I5 3.465
7 I -2.394 3.361 0.926  C2 2.134
8 H -0.973 -0.829 -1.246  C1 1.017
9 H 1.619 -0.989 1.209  I5 1.754
10 H -0.792 1.047 0.485  O4 1.110